Record 1
{
  "formula": "C6H7ClOS",
  "method": "the ωB97M-V functional and the def2-TZVPD basis",
  "spin_multiplicity": 3,
  "molar_mass_g_mol": 162.6,
  "charge": 0,
  "homo_lumo_gap_ev": [6.314, 6.558],
  "fmax_ev_per_a": 5.272,
  "e_tot_ev": -31735.0054,
  "elements": ["S", "C", "H", "H", "H", "C", "C", "C", "H", "O", "H", "H", "H", "Cl", "C", "C"],
  "coordinates": [[-3.07594, -1.07266, 0.17172], [1.25321, 1.33216, -1.06109], [-2.29980, -2.18158, 0.45981], [2.10488, -1.83509, 0.09660], [2.83232, 0.57737, -0.13409], [-0.63420, 0.06313, 0.89470], [0.10746, -1.18139, 0.50475], [1.41566, -0.92578, 0.08872], [0.00910, 0.90586, 1.18773], [0.00162, 1.33229, -1.58124], [-0.25665, -2.04372, 1.00673], [-0.54371, 0.46705, -1.42456], [1.87215, 2.18116, -1.40936], [-2.74429, 1.76599, 1.06149], [-1.89830, 0.29950, 0.58505], [1.85648, 0.31572, -0.44696]],
  "forces_ev_per_angstrom": [[0.93, 0.50, 0.18], [-1.57, 1.75, -2.23], [-0.36, 1.07, -0.19], [-0.42, 1.78, 0.43], [1.45, -0.13, -0.45], [2.64, -1.17, -0.64], [-4.04, 2.96, 1.64], [3.77, -0.58, -1.66], [-0.50, -0.27, -0.09], [-0.84, -1.41, 0.03], [0.00, -1.09, -0.36], [1.81, 2.17, -0.08], [-0.82, -0.38, 0.41], [0.49, -0.60, -0.47], [-3.06, -1.33, 0.97], [0.53, -3.25, 2.49]],
  "lowdin_spin": [0.0375, 0.3212, 0.0135, 0.0190, 0.0050, 0.0464, 0.5458, 0.4355, 0.0015, 0.1298, 0.0268, 0.0046, 0.0141, 0.0548, 0.2105, 0.1340]
}

Record 2
{
  "formula": "C6H7ClS",
  "method": "the ωB97M-V functional and the def2-TZVPD basis",
  "molar_mass_g_mol": 146.6,
  "charge": 0,
  "homo_lumo_gap_ev": 9.357,
  "fmax_ev_per_a": 4.345,
  "e_tot_ev": -29686.7440,
  "elements": ["C", "H", "H", "H", "H", "H", "C", "Cl", "H", "C", "C", "C", "C", "S", "H"],
  "coordinates": [[-0.89374, -0.71771, 1.51973], [-0.73505, -1.80400, 1.38924], [0.03179, 1.80656, -1.41666], [1.44026, 0.56718, 1.05961], [2.35644, 0.17217, -2.94459], [-2.09276, -0.55718, 2.01907], [1.56313, 0.89024, -2.61989], [0.28150, -0.30327, 3.01901], [0.64086, -1.01496, -2.01651], [0.82508, 1.09559, -1.21716], [0.79984, 0.53791, 0.21655], [-0.36648, -0.10526, 0.21048], [0.27812, 0.04330, -2.06303], [-1.32981, -0.39914, -1.38921], [1.61433, 1.90770, -3.46617]],
  "forces_ev_per_angstrom": [[-1.67, -0.50, 1.82], [-0.36, 0.44, 0.50], [0.50, 1.18, 0.53], [0.45, 0.58, 0.34], [-0.71, 0.67, 1.11], [3.84, -0.09, -2.03], [-1.85, 2.67, -1.80], [-1.50, -0.47, -1.50], [0.95, 1.30, 0.23], [2.06, -1.34, -1.05], [-1.10, 0.22, -3.04], [-1.91, -0.77, 2.40], [1.69, -2.19, -1.90], [0.19, 1.46, 1.55], [-0.60, -3.17, 2.86]],
  "mulliken_charge": [-0.3755, 0.2902, 0.2066, 0.4689, 0.2839, 0.3056, -0.5045, -0.2534, 0.2478, 0.1094, -0.5907, 0.1739, -0.4022, -0.1521, 0.1920]
}

Record 3
{
  "formula": "C6H7F5S",
  "method": "the ωB97M-V functional and the def2-TZVPD basis",
  "molar_mass_g_mol": 206.2,
  "charge": 0,
  "homo_lumo_gap_ev": 9.425,
  "fmax_ev_per_a": 6.008,
  "e_tot_ev": -30755.0417,
  "elements": ["S", "C", "F", "H", "C", "H", "F", "F", "F", "H", "H", "H", "F", "H", "H", "C", "C", "C", "C"],
  "coordinates": [[1.12348, 1.66868, 1.82037], [-0.82556, 0.44932, 0.00584], [2.67529, 0.68632, -0.04714], [-0.15337, 1.88210, 2.51878], [1.37155, -0.78399, -1.13363], [2.19930, -0.98265, -1.83309], [2.01748, 0.97811, -3.01523], [0.09448, 1.60172, -2.41105], [1.80096, 2.81304, -1.89067], [-1.12332, -0.64562, 1.81836], [-1.13751, 0.72049, -1.05984], [0.37313, -0.88514, -1.75746], [0.04919, 2.96432, -0.32902], [1.39992, -1.36882, -0.32411], [-2.43952, -0.78138, 0.43395], [0.43886, 1.14636, 0.27996], [1.45431, 0.68056, -0.70597], [1.38928, 1.53101, -1.98498], [-1.48320, -0.35121, 0.82799]],
  "forces_ev_per_angstrom": [[-2.59, -0.54, 0.61], [-0.76, 1.55, -0.81], [0.74, 1.14, -0.50], [2.03, -0.39, -1.40], [-2.52, 2.38, -4.90], [-0.30, 0.07, 0.52], [0.93, -0.33, 0.00], [0.36, -0.43, 0.15], [0.69, -1.42, 0.01], [-0.18, 0.27, -0.34], [-0.03, -0.70, 1.87], [2.02, -0.31, 1.35], [-0.11, -2.85, 1.27], [-0.09, -2.38, 2.98], [1.04, 0.22, 0.68], [-0.78, 2.67, 0.39], [1.46, -0.88, -0.26], [-0.88, 2.41, -1.08], [-1.03, -0.51, -0.55]],
  "mulliken_charge": [-0.1426, -0.3710, -0.4248, 0.2104, -1.5891, 0.4201, -0.2759, -0.2658, -0.2378, 0.3109, 0.4046, 0.2969, -0.5337, 0.5024, 0.2689, 0.9717, 0.5622, 0.7506, -0.8581]
}

Record 4
{
  "formula": "C6H7FN2O2S",
  "method": "the ωB97M-V functional and the def2-TZVPD basis",
  "molar_mass_g_mol": 190.2,
  "charge": 0,
  "homo_lumo_gap_ev": 7.999,
  "fmax_ev_per_a": 8.882,
  "e_tot_ev": -26953.1369,
  "elements": ["N", "C", "H", "H", "N", "H", "H", "C", "O", "H", "H", "C", "O", "S", "C", "F", "C", "H", "C"],
  "coordinates": [[-0.36387, -1.54551, -0.26359], [2.18420, -0.86614, -0.87733], [3.30649, -0.57488, -1.13187], [-2.02352, -3.14364, 0.18247], [1.29297, 0.34395, -0.70380], [-3.97945, -1.29948, 0.67022], [2.25297, -1.54757, 0.09742], [-2.90030, -0.88340, 0.39516], [3.51524, 1.42841, 0.52904], [-3.56480, 1.54431, 0.56732], [-0.81121, 2.32122, -0.08496], [-1.13890, 1.17915, -0.02115], [1.43769, 1.27044, 1.91143], [1.94131, 1.50436, 0.43415], [-1.73850, -1.98680, 0.11179], [1.61680, 3.13853, -0.09719], [-0.14311, -0.07383, -0.31087], [1.83222, -1.57659, -1.76619], [-2.71623, 0.76744, 0.35796]],
  "forces_ev_per_angstrom": [[-3.92, 3.76, 1.21], [2.44, -1.93, -0.08], [-2.65, -0.12, 0.57], [1.03, 2.94, -0.27], [-1.73, -0.52, 1.19], [2.60, 0.99, -0.66], [-0.43, 1.65, -2.04], [1.63, 0.98, -0.28], [-6.30, 0.50, -2.03], [1.87, -1.79, -0.44], [-0.61, -2.91, 0.08], [-2.57, -3.83, 0.31], [0.35, 1.51, -6.36], [5.59, -0.89, 6.85], [-0.25, 4.88, -0.22], [-0.03, -3.66, 0.61], [-2.33, 0.41, 0.78], [0.28, 2.03, 2.00], [5.02, -3.99, -1.21]],
  "mulliken_charge": [-0.2823, -0.7302, 0.2998, 0.2916, 0.0066, 0.2325, 0.3136, -0.2695, -0.5610, 0.3180, 0.2146, -0.2435, -0.4758, 1.0735, -0.1891, -0.2758, 0.2841, 0.3070, -0.3139]
}

Energy relative to the best compared isomer or geometry (same formula, charge and spin) across the listed records, respectively: 24.3, 132.4, 49.4, 215.3 kcal/mol.